Record 1
# C3H2NP

C3H2NP in the gas phase at a distorted geometry (ωB97M-V/def2-TZVPD, OMol25).

- Energy relative to the best compared isomer or geometry (same formula, charge and spin): 52.80 kcal/mol
- Lowest unoccupied orbital energy: -0.0576 Ha
- Maximum force: 0.0941 Eh/bohr
- Charge: 0
- DFT total energy: -13917.0983 eV
- SMILES string: N#CCC#P

Cartesian coordinates (Å):
1 C 0.61 1.05 0.03
2 C -1.14 -1.06 -0.47
3 C -0.18 -0.26 0.53
4 N 1.25 2.01 -0.05
5 P -1.15 -0.74 -2.06
6 H 0.95 -0.63 0.33
7 H -0.33 -0.36 1.69

Record 2
# C12H16N2

2 unconnected molecules or ions with the total composition C12H16N2 at a distorted geometry (ωB97M-V/def2-TZVPD, OMol25).

- Energy relative to the best compared isomer or geometry (same formula, charge and spin): 17.41 kcal/mol
- Lowest unoccupied orbital energy: 0.0322 Ha
- Maximum force: 0.0275 Eh/bohr
- Charge: 0
- DFT total energy: -15683.3433 eV
- SMILES string: CCc1c[nH]cn1.Cc1ccccc1

Cartesian coordinates (Å):
1 C 4.35 0.84 2.40
2 C 0.67 0.41 1.62
3 C 0.62 0.75 0.27
4 C 1.87 0.46 2.29
5 C 3.04 0.89 1.64
6 C 1.75 1.14 -0.40
7 C 2.93 1.33 0.35
8 H -0.25 0.28 2.17
9 H -0.33 0.70 -0.25
10 H 1.96 0.15 3.33
11 H 1.89 1.15 -1.47
12 H 5.19 1.23 1.84
13 H 4.51 -0.21 2.64
14 H 3.78 1.75 -0.18
15 H 4.27 1.34 3.36
16 C -1.44 -1.73 -1.65
17 C -2.19 -3.01 -1.93
18 C -2.34 -0.58 -1.30
19 C -2.24 0.71 -1.72
20 C -3.60 0.58 -0.02
21 N -3.22 -0.63 -0.23
22 N -2.99 1.48 -0.86
23 H -0.78 -1.85 -0.79
24 H -0.79 -1.34 -2.43
25 H -2.73 -3.30 -1.02
26 H -1.72 1.13 -2.57
27 H -4.15 0.85 0.87
28 H -3.52 2.29 -1.14
29 H -1.54 -3.86 -2.12
30 H -2.97 -2.98 -2.68

Record 3
# C17H25ClN7O9RuS2SeTe

A molecular structure, C17H25ClN7O9RuS2SeTe at a distorted geometry (ωB97M-V/def2-TZVPD, OMol25).

- Energy relative to the best compared isomer or geometry (same formula, charge and spin): 91.60 kcal/mol
- Lowest unoccupied orbital energy (spin up / spin down): 0.1331 / 0.1331 Ha
- Maximum force: 0.0563 Eh/bohr
- Multiplicity: 2
- Charge: -2
- DFT total energy: -156294.0709 eV

Cartesian coordinates (Å):
1 Ru 0.07 -0.22 0.03
2 O 2.42 -3.07 0.98
3 Cl 2.27 -1.98 0.08
4 O 3.37 -1.96 -0.82
5 O 0.98 -2.10 -0.67
6 O 2.13 -0.71 0.79
7 C 3.74 3.77 -1.53
8 N 3.83 2.98 -2.74
9 C 3.10 1.81 -2.92
10 Se 1.94 1.06 -1.75
11 N 3.49 1.39 -4.19
12 C 4.40 2.24 -4.78
13 C 5.05 2.25 -5.99
14 C 5.93 3.30 -6.25
15 C 6.14 4.31 -5.33
16 C 5.48 4.31 -4.09
17 C 4.61 3.27 -3.83
18 H 3.04 3.29 -0.85
19 H 3.39 4.78 -1.77
20 H 4.72 3.84 -1.05
21 H 3.11 0.55 -4.59
22 H 4.89 1.46 -6.72
23 H 6.46 3.33 -7.20
24 H 6.83 5.11 -5.56
25 H 5.65 5.09 -3.37
26 C -6.07 1.66 -4.50
27 C -5.93 1.65 -2.98
28 S -6.07 -0.02 -2.37
29 O -7.44 -0.44 -2.50
30 O -5.03 -0.80 -2.98
31 C -5.72 0.18 -0.63
32 C -5.41 -1.15 0.04
33 N -4.04 -1.55 -0.22
34 C -2.96 -0.84 0.20
35 N -1.85 -1.31 -0.34
36 C -2.17 -2.38 -1.10
37 C -3.53 -2.57 -1.03
38 N -4.30 -3.59 -1.61
39 O -3.83 -4.21 -2.55
40 O -5.41 -3.83 -1.13
41 C -3.02 0.32 1.13
42 H -5.99 2.68 -4.87
43 H -7.03 1.24 -4.80
44 H -5.28 1.07 -4.95
45 H -6.71 2.24 -2.49
46 H -4.95 2.02 -2.67
47 H -6.62 0.63 -0.21
48 H -4.89 0.87 -0.52
49 H -6.09 -1.94 -0.27
50 H -5.52 -1.04 1.12
51 H -1.44 -2.96 -1.63
52 H -3.83 0.21 1.85
53 H -3.11 1.26 0.58
54 H -2.06 0.39 1.65
55 O -0.92 1.06 -0.66
56 Te 0.70 1.92 1.86
57 N 0.47 -3.65 3.83
58 C -0.46 -2.68 3.58
59 N -1.52 -2.67 4.45
60 S -0.28 -1.60 2.36
61 H 0.40 -4.30 4.59
62 H 1.26 -3.68 3.22
63 H -1.61 -3.31 5.21
64 H -2.20 -1.94 4.33

Record 4
# C4H14NO3

3 unconnected molecules or ions with the total composition C4H14NO3 at a distorted geometry (ωB97M-V/def2-TZVPD, OMol25).

- Energy relative to the best compared isomer or geometry (same formula, charge and spin): 51.69 kcal/mol
- Lowest unoccupied orbital energy (spin up / spin down): 0.0195 / -0.1268 Ha
- Maximum force: 0.0479 Eh/bohr
- Multiplicity: 2
- Charge: 0
- DFT total energy: -12004.2626 eV

Cartesian coordinates (Å):
1 C 1.28 0.80 0.89
2 O 1.27 -0.50 1.47
3 C 0.06 1.75 1.03
4 C -1.08 1.43 0.11
5 C -1.35 -0.09 0.03
6 N -1.48 -0.66 1.35
7 H 1.22 0.65 -0.21
8 H 2.24 1.28 1.08
9 H 0.53 2.73 0.84
10 H -0.22 1.76 2.10
11 H -0.90 1.73 -0.93
12 H -1.93 2.02 0.47
13 H -2.31 -0.25 -0.45
14 H -0.52 -0.67 -0.53
15 H -0.63 -0.80 1.89
16 H -1.98 -1.54 1.28
17 H 1.87 -1.60 -3.55
18 H 0.78 -1.41 -2.55
19 O 0.93 -1.46 -3.51
20 H 0.25 -2.38 -0.67
21 H 1.03 -1.08 0.72
22 O 0.92 -1.70 -0.88

Record 5
# CH6S3

2 unconnected molecules or ions with the total composition CH6S3 at a distorted geometry (ωB97M-V/def2-TZVPD, OMol25).

- Energy relative to the best compared isomer or geometry (same formula, charge and spin): 11.44 kcal/mol
- Lowest unoccupied orbital energy: 0.0093 Ha
- Maximum force: 0.0339 Eh/bohr
- Charge: 0
- DFT total energy: -33639.3992 eV
- SMILES string: CS.SS

Cartesian coordinates (Å):
1 S -0.92 -2.69 -1.22
2 S 1.15 -2.79 -1.10
3 H -1.02 -1.40 -1.65
4 H 1.21 -3.53 -2.24
5 C 0.19 1.35 0.76
6 S -0.56 2.10 2.31
7 H 0.90 0.65 1.17
8 H 0.74 2.06 0.13
9 H -0.68 1.08 0.19
10 H -1.02 3.17 1.65

Record 6
# C20H25BF4N2PtSi

A molecular structure, C20H25BF4N2PtSi at a distorted geometry (ωB97M-V/def2-TZVPD, OMol25).

- Energy relative to the best compared isomer or geometry (same formula, charge and spin): 40.69 kcal/mol
- Lowest unoccupied orbital energy: -0.3088 Ha
- Maximum force: 0.0381 Eh/bohr
- Charge: +2
- DFT total energy: -46784.5966 eV

Cartesian coordinates (Å):
1 Pt -0.24 -0.12 -2.75
2 C 1.68 -0.17 -2.02
3 Si 1.48 0.65 -0.45
4 C 0.18 -0.93 1.60
5 N -0.93 -1.38 1.14
6 C -1.20 -2.82 0.94
7 C -2.17 -3.25 2.06
8 C -3.20 -2.16 2.40
9 C -3.40 -1.26 1.19
10 C -2.11 -0.51 0.89
11 C 2.81 0.98 0.73
12 C 3.00 2.30 1.18
13 C 4.08 2.60 1.99
14 C 4.94 1.58 2.39
15 C 4.75 0.26 1.97
16 C 3.68 -0.04 1.14
17 C 0.20 1.94 -0.80
18 C -0.45 2.77 0.10
19 C -1.37 3.72 -0.34
20 C -1.65 3.85 -1.69
21 C -1.04 3.02 -2.62
22 C -0.13 2.07 -2.18
23 H 2.14 -1.16 -2.02
24 H 2.28 0.49 -2.65
25 H 0.21 0.06 2.05
26 H 1.00 -1.62 1.73
27 H -0.27 -3.36 0.97
28 H -1.65 -2.92 -0.04
29 H -1.60 -3.54 2.94
30 H -2.66 -4.14 1.68
31 H -2.86 -1.56 3.25
32 H -4.14 -2.62 2.70
33 H -4.18 -0.51 1.36
34 H -3.71 -1.84 0.32
35 H -1.98 0.38 1.51
36 H -2.03 -0.21 -0.16
37 H 2.34 3.10 0.86
38 H 4.26 3.61 2.31
39 H 5.78 1.81 3.03
40 H 5.43 -0.51 2.29
41 H 3.55 -1.05 0.79
42 H -0.23 2.71 1.16
43 H -1.85 4.37 0.37
44 H -2.35 4.61 -2.03
45 H -1.24 3.13 -3.68
46 H 0.47 1.56 -3.04
47 N -2.88 0.50 -4.57
48 C -2.02 0.30 -3.85
49 H -3.64 0.66 -5.21
50 F -0.07 -4.29 -1.57
51 B 0.67 -3.19 -1.80
52 F -0.44 -2.08 -2.15
53 F 1.52 -3.17 -2.84
54 F 1.22 -2.64 -0.62

Record 7
# C35H65BClN2O20PSSi

6 unconnected molecules or ions with the total composition C35H65BClN2O20PSSi at a distorted geometry (ωB97M-V/def2-TZVPD, OMol25).

- Lowest unoccupied orbital energy: -0.0650 Ha
- Maximum force: 0.1253 Eh/bohr
- Charge: 0
- DFT total energy: -122479.0757 eV
- SMILES string: CC[C@@H](Cl)c1c(CCO[Si](C)(C)C)c(B(C)O)c(P(=O)(O)O)c2nsnc12.CCOC(=O)OC.CCOC(=O)OC.CCOC(=O)OC.CCOC(=O)OC.CCOC(=O)OC

Cartesian coordinates (Å):
1 C 4.79 1.65 0.67
2 C 3.63 2.20 1.63
3 C 2.19 2.40 0.93
4 Cl 2.25 2.38 -0.92
5 C 1.04 1.44 1.52
6 C 0.92 -0.08 1.28
7 C 2.00 -0.87 0.41
8 C 2.97 -1.83 1.29
9 O 4.24 -1.22 1.62
10 Si 4.79 -1.69 3.22
11 C 3.99 -0.56 4.58
12 C 4.32 -3.49 3.69
13 C 6.70 -1.51 3.31
14 C -0.29 -0.90 1.94
15 B -0.44 -2.53 1.68
16 C 0.31 -3.64 2.62
17 O -1.24 -3.01 0.56
18 C -1.38 -0.23 2.84
19 P -2.80 -1.16 3.65
20 O -2.39 -2.47 4.33
21 O -4.07 -1.36 2.49
22 O -3.49 -0.18 4.90
23 C -1.29 1.32 3.07
24 N -2.13 2.23 3.79
25 S -1.59 3.84 3.76
26 N -0.18 3.52 2.80
27 C -0.09 2.12 2.43
28 H 4.46 0.88 -0.10
29 H 5.55 1.11 1.35
30 H 5.39 2.47 0.14
31 H 3.49 1.57 2.58
32 H 3.98 3.24 2.00
33 H 1.85 3.47 1.20
34 H 1.43 -1.57 -0.32
35 H 2.67 -0.22 -0.23
36 H 3.08 -2.89 0.82
37 H 2.41 -1.98 2.30
38 H 4.82 0.03 5.11
39 H 3.40 -1.25 5.30
40 H 3.22 0.17 4.14
41 H 4.82 -3.71 4.72
42 H 4.62 -4.29 2.93
43 H 3.19 -3.52 3.87
44 H 7.19 -2.37 2.72
45 H 7.03 -0.52 2.82
46 H 6.99 -1.54 4.43
47 H 0.50 -3.13 3.64
48 H 1.32 -4.00 2.19
49 H -0.39 -4.54 2.72
50 H -0.62 -3.08 -0.22
51 H -4.45 -0.45 2.40
52 H -4.36 0.19 4.57
53 C 7.21 0.30 10.72
54 C 6.77 -0.75 9.71
55 O 6.61 -0.17 8.41
56 C 7.74 0.06 7.73
57 O 8.86 -0.17 8.12
58 O 7.42 0.64 6.56
59 C 8.54 1.03 5.78
60 H 6.53 1.15 10.72
61 H 7.25 -0.12 11.73
62 H 8.21 0.69 10.48
63 H 5.79 -1.14 10.01
64 H 7.46 -1.59 9.68
65 H 9.24 0.20 5.63
66 H 9.05 1.88 6.26
67 H 8.18 1.35 4.80
68 C -4.13 -1.50 -1.53
69 C -4.59 -2.53 -2.54
70 O -4.75 -1.94 -3.84
71 C -3.61 -1.71 -4.52
72 O -2.49 -1.97 -4.14
73 O -3.93 -1.13 -5.69
74 C -2.80 -0.74 -6.46
75 H -4.81 -0.64 -1.52
76 H -4.10 -1.93 -0.53
77 H -3.14 -1.12 -1.77
78 H -5.57 -2.91 -2.25
79 H -3.91 -3.38 -2.59
80 H -2.11 -1.58 -6.62
81 H -2.28 0.09 -5.98
82 H -3.16 -0.40 -7.44
83 C -5.54 1.44 -9.12
84 C -6.00 0.40 -10.13
85 O -6.16 0.99 -11.43
86 C -5.02 1.21 -12.11
87 O -3.90 0.96 -11.73
88 O -5.34 1.79 -13.28
89 C -4.21 2.18 -14.06
90 H -6.21 2.30 -9.12
91 H -5.51 1.01 -8.12
92 H -4.54 1.81 -9.37
93 H -6.98 0.02 -9.84
94 H -5.32 -0.45 -10.18
95 H -3.53 1.34 -14.21
96 H -3.69 3.02 -13.58
97 H -4.57 2.51 -15.03
98 C -10.84 -2.62 -7.28
99 C -11.30 -3.65 -8.29
100 O -11.46 -3.06 -9.59
101 C -10.32 -2.84 -10.26
102 O -9.20 -3.09 -9.88
103 O -10.64 -2.25 -11.43
104 C -9.51 -1.86 -12.21
105 H -11.52 -1.76 -7.27
106 H -10.81 -3.05 -6.27
107 H -9.85 -2.24 -7.52
108 H -12.28 -4.03 -8.00
109 H -10.62 -4.51 -8.33
110 H -8.82 -2.70 -12.36
111 H -8.99 -1.03 -11.73
112 H -9.87 -1.53 -13.19
113 C 4.36 2.45 8.00
114 C 5.58 2.99 7.27
115 O 5.43 4.38 6.98
116 C 5.63 5.22 8.01
117 O 5.92 4.90 9.14
118 O 5.42 6.47 7.58
119 C 5.50 7.46 8.61
120 H 3.45 2.67 7.44
121 H 4.44 1.37 8.14
122 H 4.25 2.92 8.98
123 H 5.68 2.47 6.31
124 H 6.50 2.81 7.83
125 H 6.44 7.38 9.16
126 H 4.65 7.35 9.29
127 H 5.45 8.44 8.14

Record 8
# C18H18BrN5OReSbSe4

A molecular structure, C18H18BrN5OReSbSe4 at a distorted geometry (ωB97M-V/def2-TZVPD, OMol25).

- Energy relative to the best compared isomer or geometry (same formula, charge and spin): 19.97 kcal/mol
- Lowest unoccupied orbital energy (spin up / spin down): -0.3075 / -0.3237 Ha
- Maximum force: 0.0375 Eh/bohr
- Charge: +2
- DFT total energy: -368532.8965 eV

Cartesian coordinates (Å):
1 Re 0.00 -1.11 0.57
2 Se 2.68 1.29 4.62
3 Sb 2.27 -1.02 4.40
4 Se -0.06 -1.02 2.92
5 Se 2.28 -1.07 0.90
6 Se 2.81 -3.28 4.66
7 Br -3.30 -1.73 1.56
8 C -2.31 -3.12 0.83
9 C -2.97 -4.28 0.52
10 C -2.29 -5.31 -0.01
11 C -0.93 -5.18 -0.22
12 C -0.29 -3.99 0.14
13 N -1.00 -2.95 0.60
14 H -4.02 -4.32 0.74
15 H -2.82 -6.23 -0.24
16 H -0.33 -5.99 -0.62
17 H 0.77 -3.84 -0.02
18 N -0.64 -0.83 -3.59
19 C 0.20 -1.09 -2.62
20 O -0.18 -1.74 -1.56
21 C 1.57 -0.61 -2.74
22 C 2.36 -1.05 -1.75
23 N 3.00 -1.52 -0.86
24 C 1.94 0.33 -3.76
25 N 2.08 1.06 -4.64
26 H -1.60 -1.11 -3.46
27 H -0.32 -0.38 -4.43
28 C 2.18 2.88 -0.37
29 N 1.85 3.19 1.00
30 C 1.79 4.64 1.19
31 C 0.88 2.27 1.56
32 C -0.40 1.95 0.81
33 C -1.37 2.95 0.79
34 C -2.52 2.84 -0.01
35 C -2.73 1.71 -0.79
36 C -1.89 0.62 -0.69
37 C -0.73 0.71 0.15
38 H 3.11 3.39 -0.65
39 H 1.37 3.18 -1.07
40 H 2.38 1.82 -0.51
41 H 2.75 5.08 0.93
42 H 1.61 4.87 2.25
43 H 1.00 5.13 0.60
44 H 0.58 2.67 2.52
45 H 1.39 1.33 1.78
46 H -1.20 3.82 1.38
47 H -3.22 3.67 -0.05
48 H -3.58 1.64 -1.45
49 H -2.11 -0.26 -1.28

maximum force of number 3 (C17H25ClN7O9RuS2SeTe)? 0.0563 Eh/bohr

Which formula does entry 4 have? C4H14NO3

Look up the DFT total energy of the eighth one. -368532.8965 eV

Which of these has the highest maximum force? C35H65BClN2O20PSSi